A structure of composition C37H25FN5O7PZr at a distorted geometry, computed with ωB97M-V with the def2-TZVPD basis set.

The geometry in XYZ format:
```
77
Properties=species:S:1:pos:R:3:forces:R:3
Zr 0.04916 0.99771 -1.03888 -0.702 -0.200 -1.776
O 1.73306 1.53201 -2.12138 1.179 -0.566 -1.198
C 1.79576 0.26731 -2.00958 0.922 1.151 1.519
C 2.93476 -0.43539 -1.43268 -0.049 -0.826 -0.574
C 4.28986 -0.24449 -1.69648 -0.033 0.028 -0.093
C 5.22826 -1.01419 -1.02988 -0.045 0.205 -0.128
C 4.82646 -1.96459 -0.10228 -0.184 -0.019 0.027
C 3.48016 -2.13779 0.19692 -0.035 0.070 0.044
C 2.52406 -1.38229 -0.46148 -0.236 0.242 -0.335
P 0.70456 -1.53219 -0.17208 0.919 -0.602 0.991
C 0.52406 -3.29799 -0.60628 -0.321 0.320 -0.321
C 0.96616 -3.68339 -1.87448 -0.010 0.016 0.098
C 0.87586 -5.00629 -2.26558 0.020 -0.020 -0.102
C 0.33576 -5.94929 -1.40118 -0.025 0.022 0.059
C -0.09974 -5.56749 -0.14278 0.002 -0.115 -0.050
C -0.01474 -4.24449 0.25592 0.042 0.194 0.043
C 0.37716 -1.48339 1.62632 -0.159 -0.001 -0.305
C -0.98454 -1.53779 1.93802 0.225 -0.180 -0.088
C -1.41214 -1.38329 3.24252 -0.028 -0.002 0.037
C -0.48034 -1.14119 4.24132 -0.103 -0.001 0.017
C 0.86706 -1.05339 3.93322 0.095 0.036 0.044
C 1.30366 -1.21989 2.62792 -0.075 -0.156 -0.101
H 4.59486 0.47591 -2.44128 0.052 0.046 -0.062
H 6.27526 -0.87679 -1.24538 0.134 -0.017 -0.024
H 5.56156 -2.58559 0.38592 0.091 -0.025 0.067
H 3.17956 -2.87419 0.92912 -0.014 -0.075 0.032
H 1.41106 -2.94739 -2.53688 0.031 -0.063 -0.056
H 1.23546 -5.30999 -3.23778 0.013 0.001 -0.068
H 0.26216 -6.98179 -1.70548 0.020 -0.093 -0.032
H -0.49694 -6.30089 0.54082 -0.062 -0.101 0.051
H -0.34024 -3.95589 1.24322 -0.051 -0.033 0.083
H -1.70294 -1.71379 1.14112 -0.068 0.027 0.068
H -2.46384 -1.43999 3.47862 -0.083 -0.021 0.040
H -0.80814 -1.02219 5.26112 -0.036 0.027 0.145
H 1.58456 -0.85169 4.71462 0.073 -0.025 0.079
H 2.35416 -1.12719 2.39552 0.077 -0.002 -0.012
O -7.26164 0.40041 -0.20538 -0.633 0.167 0.108
N -6.31304 -0.31099 -0.38188 0.307 0.480 -0.116
O -6.27344 -1.50329 -0.21938 -0.104 -0.696 0.185
C -5.06894 0.36061 -0.80468 0.392 0.951 -0.109
C -5.05904 1.71931 -0.72658 -0.328 -0.525 0.079
C -3.90704 2.48091 -1.06738 0.767 -0.361 -0.164
C -3.87164 3.88901 -1.06078 0.333 -0.144 -0.047
C -2.70584 4.52091 -1.42608 -0.114 -0.170 -0.083
C -1.58124 3.75611 -1.76368 0.019 0.312 -0.112
N -1.57064 2.43151 -1.74318 -0.614 0.232 -0.005
C -2.72604 1.79651 -1.42368 -0.878 0.252 -0.002
C -2.74634 0.36201 -1.54048 -0.775 -0.140 0.087
N -1.60214 -0.21059 -1.99028 -0.588 -0.433 -0.254
C -1.62744 -1.50059 -2.30658 0.055 -0.091 -0.235
C -2.74884 -2.30399 -2.10018 -0.116 0.264 -0.006
C -3.89124 -1.75859 -1.55258 0.331 -0.165 -0.107
C -3.92874 -0.37629 -1.27848 0.424 0.196 -0.016
H -5.95614 2.23021 -0.39828 0.034 -0.056 -0.019
H -4.75114 4.44981 -0.77968 -0.067 0.055 0.007
H -2.64514 5.59791 -1.45928 0.035 0.036 -0.035
H -0.66194 4.24291 -2.06798 -0.072 -0.075 0.142
H -0.72224 -1.90249 -2.75298 -0.159 -0.002 0.198
H -2.71854 -3.34859 -2.36638 0.082 -0.078 -0.035
H -4.75374 -2.37619 -1.34618 0.123 0.071 -0.099
F 4.93246 4.58861 2.66042 -0.111 0.069 -0.233
C 3.87266 4.30731 1.91582 -0.170 -0.256 0.470
C 2.81566 3.68311 2.46642 0.871 0.465 -0.065
N 1.70316 3.35881 1.72372 -0.177 0.047 -0.727
C 0.60076 2.59191 2.28632 -0.364 -0.128 -0.274
C 0.29826 1.52371 1.24802 0.232 0.265 1.970
O -0.86054 1.26601 0.83262 -0.630 0.158 0.930
O 1.29126 0.97251 0.69942 0.441 -0.211 0.163
C 1.68026 3.57751 0.37042 0.201 0.268 0.572
O 0.71156 3.20561 -0.32318 -0.220 0.260 -0.379
N 2.73546 4.22241 -0.16118 -0.094 -0.070 -0.303
C 3.91296 4.67231 0.49562 -0.330 -0.169 0.290
O 4.76176 5.24661 -0.10938 0.282 0.078 -0.012
H 2.81016 3.42091 3.51422 -0.026 0.012 0.011
H -0.27714 3.22061 2.46032 0.098 -0.146 -0.016
H 0.90796 2.11421 3.22022 0.017 0.074 -0.123
H 2.72466 4.37491 -1.16858 -0.051 -0.043 0.249
```
Positions in Å, forces in eV/Å.

Results
Kohn-Sham gap	0.269	hartree
HOMO level	-13.9	eV
electronic energy	-73831.9368	eV
ΔE to the lowest compared entry with this formula, charge and spin	1.0131	eV
total charge	+2


A structure of composition C37H26BrMoN8O8S5, computed with ωB97M-V with the def2-TZVPD basis set.

The geometry in XYZ format:
```
86
Properties=species:S:1:pos:R:3:forces:R:3
Mo -0.72277 -0.31307 0.57866 0.380 0.214 -0.512
O -1.52568 1.89481 3.85599 0.021 -0.061 -0.006
C -1.50000 1.33694 2.79422 -0.072 0.075 0.052
O -0.60215 0.43944 2.42546 -0.010 -0.081 -0.118
C -2.53101 1.64364 1.66858 -0.024 0.039 0.060
O -3.42825 2.43246 1.79943 -0.004 -0.044 -0.019
O -2.27876 0.97302 0.56138 -0.042 0.031 0.175
O 3.48989 0.85544 -0.59631 0.041 -0.057 -0.031
C 4.10617 -0.30705 -0.34088 -0.062 0.101 -0.026
C 5.47617 -0.35241 -0.62374 0.040 0.023 -0.014
C 6.20594 -1.50018 -0.40635 -0.033 0.001 0.003
C 5.58864 -2.64346 0.10155 0.008 0.008 -0.006
C 4.23992 -2.60515 0.38295 -0.017 -0.002 0.019
C 3.47672 -1.45143 0.17179 -0.003 -0.081 -0.047
C 2.03357 -1.47293 0.48727 0.007 0.055 0.158
O 1.38052 -0.35794 0.45563 -0.004 -0.073 0.105
N 1.46885 -2.59984 0.78669 0.086 -0.097 -0.001
N 0.14659 -2.38805 1.19098 -0.224 -0.018 -0.236
C -0.34174 -3.47858 1.67055 0.047 0.195 0.211
S 0.65534 -4.92526 1.67944 0.003 -0.078 -0.006
C -0.66861 -5.99858 2.29462 0.002 -0.024 0.019
C -1.51144 -5.19374 3.25951 -0.025 -0.034 -0.040
S -1.89141 -3.61390 2.46081 -0.012 -0.052 -0.063
H 2.54572 0.81134 -0.33918 0.018 0.026 0.026
H 5.93274 0.54711 -1.01634 0.009 -0.014 0.009
H 7.26575 -1.50786 -0.63042 0.000 -0.002 0.001
H 6.15850 -3.54565 0.27925 0.002 0.001 -0.001
H 3.73441 -3.47289 0.78527 0.000 -0.003 -0.002
H -0.19998 -6.85420 2.78151 0.004 0.010 0.011
H -1.27363 -6.35399 1.45992 0.013 0.010 -0.010
H -0.99051 -5.01937 4.20061 0.031 0.027 -0.015
H -2.46460 -5.68223 3.46214 -0.003 0.019 0.029
C -0.20600 -2.16567 -3.55112 0.022 -0.030 -0.016
C -0.08231 -1.88147 -2.20317 0.045 0.046 0.011
N -0.85449 -0.97353 -1.60415 -0.001 0.033 0.192
C -1.77897 -0.32907 -2.32183 0.010 -0.091 -0.018
C -1.95656 -0.54053 -3.68240 -0.027 0.133 0.080
C -1.14797 -1.48276 -4.30057 -0.068 -0.057 -0.033
C -2.99063 0.25421 -4.38658 0.014 -0.177 0.060
C -2.97027 1.57608 -4.50394 -0.169 0.102 -0.031
C -1.88166 2.46994 -4.06280 0.028 0.049 0.077
C -2.17978 3.69459 -3.47914 0.019 -0.001 0.033
C -1.11169 4.48137 -3.08905 0.027 -0.010 -0.014
N 0.15155 4.10792 -3.27074 -0.003 -0.016 -0.035
C 0.32508 2.91333 -3.82730 -0.005 0.057 0.012
N -0.61892 2.07668 -4.24187 0.019 -0.015 -0.035
H 0.44108 -2.90377 -4.00384 0.005 0.004 0.010
H 0.64949 -2.38179 -1.58062 0.002 -0.014 -0.004
H -2.38760 0.38662 -1.78096 0.001 0.023 -0.005
H -1.24544 -1.66794 -5.36326 -0.004 -0.002 0.006
H -3.86379 -0.28233 -4.74533 0.057 -0.028 -0.062
H -3.84130 2.07025 -4.92285 0.028 -0.010 -0.021
H -3.20141 4.00930 -3.31535 0.001 -0.008 -0.001
H -1.27288 5.44324 -2.61447 0.017 0.000 0.004
H 1.35022 2.58538 -3.95705 -0.001 0.002 -0.003
Br -5.42203 -4.68345 -2.55325 0.006 0.004 -0.003
C -5.54727 -3.64928 -0.96829 -0.011 -0.007 -0.001
C -6.75276 -3.58679 -0.28791 0.019 0.014 0.007
N -6.90530 -2.87793 0.82628 -0.007 -0.001 0.009
C -5.84896 -2.21325 1.29080 -0.002 -0.019 -0.016
C -4.60459 -2.22629 0.67247 -0.016 0.022 -0.065
C -4.44853 -2.96299 -0.49164 -0.009 0.012 -0.013
C -3.46004 -1.45560 1.27670 0.029 0.030 -0.126
O -3.58630 -0.89990 2.34383 0.016 0.061 -0.018
O -2.37394 -1.52227 0.54713 -0.117 -0.229 0.295
H -7.61796 -4.12556 -0.65678 -0.006 0.005 0.006
H -5.97802 -1.63374 2.19638 -0.007 -0.006 -0.001
H -3.49180 -2.98795 -0.99477 0.005 0.000 0.002
S 0.47226 6.26316 2.71910 0.014 0.034 0.061
C 0.70546 4.88514 1.83196 -0.047 -0.065 -0.104
S -0.57054 4.20591 0.85979 0.056 -0.086 0.004
C 0.48059 2.91350 0.35141 0.150 0.051 0.032
N 1.65868 2.98930 0.85860 0.054 0.055 0.050
N 1.79566 4.07979 1.68556 -0.041 0.003 -0.032
C 3.08514 4.20178 2.29516 -0.013 -0.046 0.034
C 3.86674 3.05104 2.39456 0.014 0.037 0.033
C 5.12455 3.12379 2.96708 -0.009 -0.030 -0.007
C 5.61930 4.33108 3.44053 0.002 0.011 0.002
C 4.84142 5.47096 3.32563 -0.004 0.002 0.000
C 3.57717 5.41785 2.75433 -0.019 -0.025 -0.058
S 0.07377 1.68605 -0.81198 -0.207 0.065 -0.026
H 3.49358 2.11514 2.01007 -0.037 -0.017 0.006
H 5.71871 2.22157 3.04248 0.001 0.009 -0.004
H 6.60264 4.38129 3.89097 -0.004 0.000 -0.001
H 5.21374 6.42340 3.68163 0.002 -0.004 -0.001
H 2.97798 6.30778 2.66955 -0.005 0.017 0.002
```
Positions in Å, forces in eV/Å.

Results
Kohn-Sham gap (spin up / spin down)	0.261 / 0.262	hartree
HOMO level (spin up / spin down)	-5.4 / -5.4	eV
electronic energy	-193172.2081	eV
ΔE to the lowest compared entry with this formula, charge and spin	0.7014	eV
spin multiplicity	3
total charge	-1


A structure of composition C37H26ClIN6O6V, computed with ωB97M-V with the def2-TZVPD basis set.

The geometry in XYZ format:
```
78
Properties=species:S:1:pos:R:3:forces:R:3
V -0.96098 -0.37556 0.14831 -0.131 0.151 -0.207
C -2.40635 1.65925 4.10707 0.001 0.054 -0.052
C -2.48962 2.57016 2.91796 -0.019 0.051 0.107
N -2.95398 3.78120 3.07472 0.029 0.020 -0.076
C -3.02623 4.60398 1.99755 -0.005 -0.082 0.161
C -2.65501 4.22731 0.73908 0.017 0.030 -0.078
C -2.78888 5.21727 -0.38742 0.053 -0.029 0.012
O -1.54822 5.51151 -1.03076 -0.057 -0.033 0.012
C -2.13586 2.91817 0.53850 0.018 -0.095 -0.163
C -1.83441 2.48926 -0.80493 0.114 -0.126 0.015
N -1.26656 1.38773 -1.18529 -0.110 0.107 0.025
C -1.35520 1.15568 -2.59143 -0.002 -0.106 -0.107
C -2.61148 0.97270 -3.17194 -0.027 0.046 0.112
C -2.74670 0.64289 -4.51112 0.014 -0.035 -0.022
C -1.62113 0.48182 -5.30489 0.012 -0.012 0.026
C -0.36322 0.69518 -4.75815 -0.038 0.006 -0.030
C -0.24161 1.03640 -3.41957 0.140 0.082 0.171
I 1.65489 1.52664 -2.68152 -0.065 -0.044 -0.030
C -2.03620 2.05633 1.64870 0.174 -0.016 0.006
O -1.56988 0.86244 1.61851 -0.144 -0.099 0.043
H -2.76725 2.18742 4.98566 -0.001 -0.007 0.024
H -1.37694 1.32790 4.26640 -0.033 0.010 -0.002
H -3.00172 0.75788 3.94427 0.018 0.022 -0.010
H -3.41271 5.60063 2.18442 0.011 -0.042 -0.001
H -3.25004 6.12812 0.00121 -0.005 0.043 0.006
H -3.44403 4.83773 -1.17333 0.010 0.003 -0.026
H -0.90423 5.72239 -0.34668 -0.018 0.010 0.014
H -2.14255 3.16813 -1.59623 -0.043 0.073 0.010
H -3.48360 1.04257 -2.53145 0.016 0.000 -0.038
H -3.73357 0.47730 -4.92405 0.024 0.001 0.019
H -1.71440 0.18433 -6.34140 0.002 0.016 0.030
H 0.52119 0.60737 -5.37612 -0.015 0.005 0.026
C 3.02530 0.90376 1.79433 0.042 0.056 -0.010
C 1.85195 0.82158 1.03390 0.018 -0.004 0.003
N 0.99545 -0.17560 1.13792 0.118 0.001 0.024
C 1.25301 -1.13466 2.06019 -0.128 0.106 0.061
C 2.39646 -1.14061 2.86289 0.014 -0.070 -0.049
C 3.30562 -0.08345 2.70030 0.040 -0.007 0.058
C 2.59393 -2.21573 3.79592 0.058 0.040 0.023
C 1.68442 -3.20270 3.92718 -0.042 -0.084 0.038
C 0.47487 -3.19807 3.15014 0.058 0.047 0.003
C -0.53199 -4.17099 3.26702 0.015 -0.062 0.055
C -1.66860 -4.06208 2.50742 -0.020 -0.035 0.010
C -1.80218 -2.98084 1.62705 0.122 0.044 0.037
N -0.85942 -2.06442 1.48745 -0.151 -0.102 0.093
C 0.26329 -2.16433 2.23379 -0.116 0.047 -0.047
H 3.69157 1.74469 1.65693 -0.030 -0.014 -0.010
H 1.60256 1.59469 0.32116 -0.024 0.010 -0.057
H 4.20759 -0.05206 3.30051 -0.018 -0.006 -0.012
H 3.49346 -2.21376 4.40071 -0.021 0.006 -0.026
H 1.84191 -4.00764 4.63676 -0.015 0.037 -0.040
H -0.40392 -4.99285 3.96317 -0.009 0.039 -0.031
H -2.46494 -4.79010 2.58345 0.019 0.030 -0.013
H -2.69219 -2.84563 1.02474 0.009 0.025 -0.013
O -3.52092 -2.72352 -4.55828 -0.055 -0.142 0.027
C -2.21943 -2.83656 -4.71634 0.168 0.350 -0.139
O -1.71323 -3.12075 -5.77541 -0.031 -0.118 0.105
C -1.36765 -2.51800 -3.52811 -0.117 -0.103 -0.013
C 0.00157 -2.68038 -3.45998 0.028 0.029 0.026
Cl 1.08096 -3.36137 -4.57171 0.027 -0.006 -0.011
N 0.42920 -2.22461 -2.25838 0.090 -0.105 -0.020
N -0.61551 -1.77742 -1.53225 0.062 0.019 -0.091
C -1.69652 -1.95435 -2.27712 -0.015 -0.003 0.095
C -3.00496 -1.54116 -1.64116 0.029 0.069 0.192
O -4.06570 -1.83208 -2.20792 0.072 -0.049 -0.017
O -2.87529 -0.93797 -0.53492 -0.035 -0.117 -0.157
C 1.69267 -2.44496 -1.62230 -0.033 0.074 0.000
C 2.86179 -1.94196 -2.16775 0.004 0.036 -0.068
C 4.06068 -2.15137 -1.50384 0.003 -0.030 0.042
C 4.08355 -2.84885 -0.30230 0.008 0.012 -0.004
C 2.90613 -3.35822 0.22755 0.009 -0.039 -0.024
C 1.70635 -3.16736 -0.44069 -0.017 -0.057 0.028
H -3.77530 -2.43461 -3.62535 -0.057 0.067 0.011
H 2.82876 -1.38451 -3.09287 0.003 -0.009 0.014
H 4.97869 -1.76043 -1.92368 -0.021 -0.005 0.008
H 5.02138 -3.00243 0.21790 -0.028 0.010 -0.024
H 2.91976 -3.91043 1.16014 -0.004 0.016 -0.032
H 0.77832 -3.56753 -0.05202 0.029 -0.003 -0.027
```
Positions in Å, forces in eV/Å.

Results
Kohn-Sham gap (spin up / spin down)	0.227 / 0.249	hartree
HOMO level (spin up / spin down)	-7.0 / -7.7	eV
electronic energy	-106332.9409	eV
ΔE to the lowest compared entry with this formula, charge and spin	0.0000	eV
spin multiplicity	4